No. 1
Below is 2 unconnected molecules or ions with the total composition C4H9N2O2P, with properties calculated with ωB97M-V/def2-TZVPD.

LUMO energy (spin up / spin down) (eV): 0.069 / -0.365
Kohn-Sham gap (spin up / spin down) (eV): 8.126 / 6.585

XYZ file:
```
18
C4H9N2O2P ωB97M-V/def2-TZVPD
C -0.65 1.20 -0.90
C 1.28 -1.60 0.25
C -0.04 -1.44 1.16
C -0.53 2.99 0.66
N 0.88 -1.53 -1.08
N -0.29 -2.22 -1.24
O -0.90 1.76 -1.94
O -0.49 1.59 0.28
P -1.37 -1.78 -0.09
H 1.93 -0.77 0.47
H 1.71 -2.58 0.42
H 0.15 -2.12 1.95
H -0.20 -0.42 1.37
H -1.58 3.25 0.32
H 0.30 3.49 0.08
H -0.44 3.06 1.83
H 0.66 -0.50 -1.35
H -0.42 -2.36 -2.18
```

Mulliken population analysis, charges in e, atoms 1 to 2:
1 C 0.183
2 C -0.455

No. 2
Below is a gas-phase ion, C4H9N2O3 (charge +1), with properties calculated with ωB97M-V/def2-TZVPD.

LUMO energy (eV): -4.743
Kohn-Sham gap (eV): 8.013
Structure (SMILES): [NH2+]=C(C[O-])/[NH+]=C(/O)CO
Total charge: +1

XYZ file:
```
18
C4H9N2O3 ωB97M-V/def2-TZVPD
N -2.33 0.39 0.75
C -1.22 -0.16 0.31
C -1.18 -0.97 -0.97
O -0.01 -1.57 -1.18
N -0.07 -0.01 0.95
C 1.21 -0.35 0.44
O 1.91 -1.30 0.96
C 1.90 0.68 -0.39
O 1.02 1.76 -0.58
H -3.21 0.23 0.28
H -2.35 1.01 1.54
H -2.02 -1.70 -0.94
H -1.43 -0.22 -1.76
H -0.04 0.68 1.70
H 1.40 -2.02 1.36
H 2.19 0.20 -1.34
H 2.83 0.99 0.11
H 1.39 2.37 -1.24
```

Mulliken population analysis, charges in e, atoms 1 to 2:
1 N -0.343
2 C 0.634

What did we get for relative energy (zero: lowest compared OMol25 entry of this formula, charge and spin)? Answer: 113.4; 52.3 kcal/mol, in the order shown.